12 unconnected molecules or ions with the total composition C25H77BNO16P in a non-equilibrium geometry, computed with the ωB97M-V functional and the def2-TZVPD basis.

Geometry as XYZ:
```
121
Properties=species:S:1:pos:R:3:lowdin_charge:R:1
P 1.048 0.058 1.017 0.485
O -0.793 -4.761 2.761 -0.092
O -3.379 5.019 1.289 -0.085
O 4.869 -6.528 0.796 -0.101
O 1.895 -0.607 -1.605 0.113
O -1.988 1.115 -4.479 -0.087
O 7.515 2.909 -0.862 -0.103
O -7.743 4.096 -2.290 -0.092
O 4.006 1.417 -0.763 -0.039
O -0.073 -0.861 0.974 -0.259
O -9.806 6.714 0.584 -0.085
O 1.770 0.092 2.458 -0.125
O -3.241 0.748 -1.272 -0.095
O 5.943 -2.061 2.289 -0.099
O -3.551 -3.381 5.357 -0.085
O 1.891 -3.724 -5.388 -0.088
O 0.608 1.574 0.626 -0.136
N 5.497 2.380 1.361 0.023
C -1.479 -4.523 0.437 -0.088
C 5.357 -3.267 2.785 -0.305
C 0.415 -3.051 -3.561 -0.087
C 6.269 -4.462 2.601 -0.093
C -2.843 1.701 0.927 -0.071
C 4.234 -7.691 1.327 -0.314
C -3.053 5.307 -0.068 -0.333
C -1.308 -3.334 6.296 -0.092
C 5.096 -8.929 1.166 -0.092
C -2.192 3.408 -5.271 -0.093
C -2.780 -3.614 6.533 -0.323
C 4.700 0.412 -0.002 -0.339
C 8.292 3.010 -2.058 -0.306
C -10.434 5.513 1.025 -0.324
C -5.799 2.864 -3.110 -0.083
C 1.830 -3.365 -4.008 -0.323
C 9.563 3.805 -1.836 -0.090
C 5.191 0.952 1.355 -0.211
C -6.417 3.667 -1.983 -0.319
C -3.126 6.793 -0.366 -0.087
C 3.826 -0.852 0.068 -0.065
C -9.536 4.307 0.821 -0.092
C -3.772 0.892 0.047 -0.295
C -1.910 -4.750 1.872 -0.323
C -2.602 1.957 -5.451 -0.322
B 2.348 -0.515 -0.323 -0.458
H 4.053 -7.486 2.381 0.109
H -8.276 3.310 -2.447 0.081
H 0.009 -2.208 -4.126 0.075
H -10.013 3.393 1.179 0.074
H 2.078 0.244 -2.046 0.131
H -9.297 4.187 -0.236 0.050
H 3.889 -1.383 1.009 0.085
H 4.655 2.939 1.403 0.053
H -4.738 1.388 -0.054 0.097
H -2.396 0.291 -1.191 0.081
H 5.809 -5.366 2.995 0.066
H -2.043 4.936 -0.238 0.109
H 4.608 -9.805 1.594 0.074
H -0.781 -5.298 0.122 0.075
H -0.970 -3.561 0.341 0.059
H 6.117 0.445 1.579 0.106
H -1.165 -2.304 5.970 0.076
H -5.840 4.572 -1.796 0.099
H -2.274 1.407 -3.605 0.055
H 4.174 -1.526 -0.707 0.114
H -0.357 -3.904 2.684 0.079
H -3.212 -3.963 4.669 0.064
H 6.125 -2.188 1.352 0.076
H -6.435 3.076 -1.060 0.104
H 8.525 1.990 -2.358 0.112
H 5.024 -6.682 -0.141 0.084
H -11.381 5.378 0.491 0.107
H 3.551 2.022 -0.157 0.077
H 2.483 -2.505 -3.826 0.100
H -3.731 4.753 -0.727 0.092
H -2.289 1.589 -6.427 0.110
H -3.690 1.854 -5.381 0.100
H -0.925 -3.986 5.508 0.060
H 10.166 3.346 -1.053 0.077
H -4.780 2.558 -2.866 0.058
H -3.181 -2.957 7.302 0.108
H 9.332 4.824 -1.518 0.073
H -4.134 7.173 -0.187 0.074
H -2.448 7.344 0.286 0.075
H 1.553 -2.981 -5.898 0.077
H -6.385 1.966 -3.316 0.080
H -1.875 1.208 0.996 0.040
H 5.575 0.163 -0.584 0.140
H 0.389 -2.796 -2.502 0.060
H 5.952 2.621 0.486 0.034
H 7.220 -4.296 3.111 0.078
H -5.780 3.458 -4.025 0.077
H 5.152 -3.095 3.840 0.114
H -2.336 -4.525 -0.238 0.076
H -2.861 7.000 -1.404 0.073
H -9.606 6.612 -0.353 0.079
H -2.679 2.688 0.504 0.048
H -4.276 5.330 1.445 0.084
H 6.483 -4.624 1.546 0.065
H 1.295 2.191 0.932 0.073
H 3.265 -7.833 0.839 0.109
H -2.922 -4.649 6.862 0.107
H -0.239 -3.906 -3.735 0.075
H 7.686 3.465 -2.848 0.111
H 2.228 -4.214 -3.454 0.109
H 4.527 0.720 2.180 0.106
H -3.941 -0.102 0.473 0.112
H -2.490 3.771 -4.284 0.064
H -3.252 1.818 1.932 0.085
H -0.721 -3.501 7.201 0.072
H 4.403 -3.444 2.275 0.106
H 2.283 0.910 2.567 0.069
H -2.402 -5.716 1.980 0.111
H -8.595 4.443 1.354 0.076
H -2.613 -3.969 2.184 0.105
H 6.058 -8.788 1.659 0.075
H -10.659 5.654 2.081 0.109
H 7.299 3.807 -0.589 0.083
H -1.109 3.507 -5.344 0.073
H -2.654 4.046 -6.026 0.073
H 5.293 -9.128 0.110 0.072
H 10.156 3.858 -2.750 0.075
```

Computed properties:
- charge = 0
- structure (SMILES) = NC[C@H](O)CB(O)P(=O)(O)O.CCO.CCO.CCO.CCO.CCO.CCO.CCO.CCO.CCO.CCO.CCO
- maximum force (eV Å⁻¹) = 1.414
- electronic energy (hartree) = -2623.4909
- E_LUMO (eV) = -0.515
- Kohn-Sham gap (eV) = 9.157

---

26 unconnected molecules or ions with the total composition C26H104O26 in a non-equilibrium geometry, computed with the ωB97M-V functional and the def2-TZVPD basis.

Geometry as XYZ:
```
156
Properties=species:S:1:pos:R:3:lowdin_charge:R:1
O -0.468 4.027 -0.470 -0.171
O 3.790 5.060 -0.986 -0.160
O -3.172 3.211 -0.009 -0.160
O 1.535 -3.408 3.734 -0.157
O 3.482 0.368 3.404 -0.132
O 2.519 3.453 5.546 -0.110
O 2.963 0.126 -2.983 -0.173
O -1.459 5.214 -4.511 -0.129
O -0.508 -0.819 -6.479 -0.178
O 6.548 -2.194 0.593 -0.119
O -0.784 0.241 5.131 -0.156
O -0.487 -0.945 0.860 -0.159
O -3.001 -1.774 0.242 -0.150
O 0.492 -4.449 -0.289 -0.122
O 4.722 -0.141 -0.826 -0.154
O 3.686 0.136 -5.644 -0.140
O -3.963 -4.360 0.956 -0.127
O -0.877 -0.962 -3.788 -0.173
O -3.464 3.536 -2.903 -0.127
O 2.009 3.240 0.016 -0.182
O 1.294 -2.324 -2.913 -0.169
O -1.214 -2.930 4.835 -0.128
O -5.466 1.556 -0.949 -0.149
O 1.994 -1.481 1.723 -0.158
O -2.980 1.518 4.239 -0.165
O -5.739 -4.310 3.784 -0.136
C 1.957 -3.607 -2.975 -0.097
C -1.659 -1.310 -2.647 -0.116
C 1.713 0.911 -2.932 -0.046
C -0.412 5.252 -1.161 -0.127
C -3.970 -0.816 0.109 -0.186
C -4.438 -5.146 -0.132 -0.113
C -5.105 -4.198 5.073 -0.130
C 0.278 -5.250 0.853 -0.140
C 1.202 3.527 5.985 -0.171
C 4.672 1.127 -0.218 -0.121
C -0.342 0.390 0.391 -0.103
C 4.595 5.211 -2.199 -0.095
C 2.835 -3.803 4.212 -0.117
C 0.032 0.497 3.933 -0.081
C -2.665 2.362 -2.819 -0.144
C 2.944 -2.125 0.928 -0.137
C -1.718 -1.015 -7.275 -0.132
C 2.195 3.703 1.409 -0.061
C 6.293 -3.546 0.310 -0.172
C -1.755 -2.966 3.502 -0.131
C 2.521 0.032 -6.483 -0.116
C -6.565 2.032 -1.798 -0.112
C 4.774 0.335 3.899 -0.172
C -0.721 4.316 -5.320 -0.163
C -3.485 3.722 1.293 -0.100
C -3.680 0.413 3.592 -0.124
H -1.328 -1.367 -8.229 0.068
H -2.318 -0.127 -7.434 0.059
H 1.725 0.778 -6.205 0.088
H 0.570 5.642 -1.112 0.055
H -3.461 0.168 0.036 0.075
H 5.718 -4.058 1.074 0.062
H 2.788 0.243 -7.540 0.090
H -3.214 1.458 -2.469 0.074
H -1.114 4.293 -6.342 0.074
H 2.192 -0.978 -6.408 0.065
H -0.525 -4.910 1.484 0.062
H 3.899 -1.733 1.186 0.050
H -4.464 3.353 1.582 0.084
H 2.798 -4.918 4.395 0.094
H 4.828 -0.419 4.704 0.075
H 3.218 -0.454 3.000 0.031
H 1.528 1.114 -1.863 0.078
H 2.014 1.794 -3.546 0.104
H 3.007 3.114 1.888 0.090
H 1.577 -2.833 2.955 0.029
H 0.279 4.701 -5.412 0.063
H -4.284 -4.612 1.806 0.047
H -1.064 1.048 1.001 0.106
H 4.719 1.896 -0.990 0.080
H -0.769 -1.053 -5.552 0.032
H 3.620 -3.569 3.455 0.079
H -2.153 -3.965 3.220 0.080
H 5.734 -3.672 -0.629 0.086
H 0.574 3.012 5.267 0.058
H -2.315 -2.184 -2.920 0.103
H 1.130 -5.247 1.529 0.071
H 2.781 3.519 -0.496 0.041
H -0.861 -0.723 5.208 0.059
H 7.228 -4.074 0.275 0.067
H -2.245 -0.404 -2.313 0.074
H -1.770 2.513 -2.232 0.065
H -3.527 4.802 1.329 0.077
H -2.771 3.389 2.015 0.066
H -3.230 0.279 2.615 0.052
H 3.298 0.139 -3.883 0.028
H 4.979 4.209 -2.477 0.076
H -0.646 0.515 -0.634 0.061
H 3.077 -3.310 5.133 0.063
H 2.889 -1.852 -0.211 0.119
H -2.211 4.738 -4.151 0.035
H -2.351 1.124 4.868 0.026
H 5.431 5.885 -1.913 0.084
H 5.548 1.125 0.372 0.074
H -0.332 -3.294 4.787 0.040
H -2.348 2.241 -3.851 0.073
H -4.797 2.239 -0.834 0.018
H -0.699 3.251 -4.921 0.083
H 1.100 -1.401 1.333 0.042
H 3.764 1.217 0.345 0.064
H -3.449 -2.615 0.523 0.075
H 1.905 -1.615 -2.588 0.068
H 1.295 3.432 1.947 0.073
H -3.620 -5.817 -0.429 0.086
H -5.864 -4.224 5.824 0.069
H -6.313 2.386 -2.787 0.065
H -7.148 1.096 -1.980 0.084
H -2.552 -2.174 3.483 0.073
H 1.776 -4.219 -2.058 0.068
H -0.051 -0.385 3.293 0.063
H -6.279 -5.127 3.732 0.091
H -4.692 -4.555 -0.983 0.071
H -0.952 -1.665 -1.898 0.061
H -4.352 -4.915 5.248 0.062
H 2.983 5.575 -1.058 0.064
H 4.239 0.872 -5.911 0.088
H 0.475 3.623 -0.490 0.067
H 2.280 4.773 1.514 0.078
H -1.094 5.936 -0.724 0.076
H 6.097 -1.646 -0.048 0.032
H -0.994 -2.643 2.812 0.049
H -5.321 -5.725 0.088 0.079
H 0.819 4.542 6.038 0.081
H 4.352 -0.007 -1.720 0.048
H -0.090 -1.484 -3.603 0.020
H 1.054 0.630 4.308 0.068
H -7.242 2.686 -1.273 0.064
H -1.357 -1.279 0.659 0.022
H 0.045 -6.251 0.573 0.069
H -2.240 3.411 -0.136 0.026
H -3.608 -0.529 4.195 0.071
H 0.872 0.380 -3.267 0.036
H -4.748 0.699 3.611 0.084
H 2.931 -3.210 1.098 0.079
H 3.030 -3.366 -3.108 0.085
H 1.685 -4.116 -3.905 0.081
H -0.679 5.201 -2.218 0.067
H 5.444 -0.076 3.134 0.077
H 1.058 3.073 6.959 0.079
H -4.502 -0.879 -0.871 0.089
H 2.791 2.547 5.410 0.059
H 0.668 0.685 0.620 0.075
H 5.075 1.289 4.381 0.091
H -4.705 -0.819 0.903 0.086
H -0.343 1.409 3.430 0.081
H -4.614 -3.219 5.184 0.081
H -3.603 3.913 -2.022 0.067
H 3.962 5.661 -3.007 0.093
H -0.206 -3.770 -0.287 0.082
H -2.383 -1.763 -6.739 0.094
```

Computed properties:
- charge = 0
- energy relative to the best compared isomer or geometry (same formula, charge and spin) (kJ/mol) = 753.03
- maximum force (eV Å⁻¹) = 3.162
- electronic energy (hartree) = -3008.8001
- E_LUMO (eV) = 0.155
- Kohn-Sham gap (eV) = 9.706

---

A molecular structure, C26H15AsF6N4O4S5W in a non-equilibrium geometry, computed with the ωB97M-V functional and the def2-TZVPD basis.

Geometry as XYZ:
```
62
Properties=species:S:1:pos:R:3:lowdin_charge:R:1
W 1.080 0.779 -0.114 1.711
As 2.898 2.877 2.092 0.893
S 2.545 3.695 -4.104 0.968
S -0.157 0.674 -2.681 0.792
S 1.022 1.490 -5.300 0.953
S 2.780 3.147 -7.024 0.659
S 1.463 3.131 -1.358 0.778
F 2.307 3.560 3.540 -0.184
F 4.564 2.964 2.479 -0.191
F 3.235 1.981 0.469 -0.365
F 2.751 1.241 2.705 -0.220
F 1.132 2.548 1.499 -0.375
F 2.873 4.342 1.210 -0.211
O 0.469 0.125 1.761 -0.110
O 4.562 0.182 -2.200 0.218
O 0.571 -1.445 3.415 0.200
O 2.443 0.525 -1.491 -0.274
N 0.167 -1.072 -0.524 -0.166
N 2.541 -0.522 0.641 -0.037
N -0.867 1.579 0.101 -0.168
N -8.584 -2.760 0.731 0.185
C 0.766 -2.182 -1.022 -0.128
C -3.891 -1.931 1.312 -0.006
C 1.569 2.752 -3.024 -1.060
C -5.198 -2.354 1.454 0.000
C 3.728 -0.686 -0.039 -0.176
C 3.622 0.004 -1.271 -0.325
C -4.520 -0.641 -0.623 -0.016
C 1.084 -0.854 2.350 -0.369
C 4.548 -2.156 1.673 -0.010
C 2.145 2.805 -5.559 -1.451
C 3.326 -2.078 2.323 0.084
C -6.168 -1.931 0.547 -0.217
C -2.044 0.842 0.273 -0.243
C -0.117 -3.252 -1.099 -0.038
C 4.774 -1.468 0.487 0.072
C -7.506 -2.384 0.658 -0.181
C -1.162 -1.435 -0.285 -0.251
C -5.822 -1.074 -0.498 0.006
C -3.111 1.732 0.575 0.025
C -2.170 -0.540 0.113 -0.041
C -3.542 -1.069 0.275 -0.195
C 2.337 -1.229 1.796 -0.171
C -1.334 -2.791 -0.633 0.018
C 0.852 1.706 -3.588 -1.096
C -1.230 2.868 0.274 -0.137
C -2.589 3.004 0.561 -0.015
H -3.099 3.929 0.744 0.112
H -3.142 -2.259 2.016 0.122
H 1.802 -2.163 -1.327 0.115
H 5.328 -2.772 2.092 0.124
H -4.240 0.021 -1.429 0.133
H -0.229 -0.986 3.720 0.163
H 0.106 -4.239 -1.451 0.108
H 5.434 -0.131 -1.923 0.147
H -6.574 -0.754 -1.202 0.129
H -2.253 -3.339 -0.569 0.121
H -0.529 3.685 0.184 0.076
H 3.133 -2.614 3.237 0.139
H 5.729 -1.519 -0.013 0.130
H -4.126 1.454 0.778 0.120
H -5.479 -3.011 2.264 0.127
```

Computed properties:
- spin multiplicity = 4
- charge = +1
- maximum force (eV Å⁻¹) = 5.090
- electronic energy (hartree) = -6412.6770
- E_LUMO (spin up / spin down) (eV) = -5.035 / -5.382
- Kohn-Sham gap (spin up / spin down) (eV) = 5.345 / 5.632